The following is a quantum chemistry calculation of a structure of composition C31H31N4O4PS3Sr, from OMol25.

Output
* highest occupied orbital energy: -7.8 eV
* frontier orbital gap: 7.97 eV

ORCA input file:
```
! RIJCOSX wB97M-V def2-TZVPD def2/J DEFGRID3
* xyz 0 1
Sr 0.679 -0.708 -0.163
O 4.639 -1.870 1.774
C 3.547 -1.361 1.553
O 3.005 -0.996 0.433
C 2.594 -1.161 2.729
C 3.068 -1.361 4.058
C 2.258 -1.177 5.132
C 0.916 -0.797 4.864
C -0.079 -0.532 5.879
C -1.399 -0.351 5.573
C -1.779 -0.303 4.238
C -0.860 -0.490 3.288
C 0.500 -0.740 3.534
N 1.339 -0.933 2.485
H 4.080 -1.625 4.146
H 2.571 -1.210 6.145
H 0.257 -0.474 6.921
H -2.118 -0.254 6.405
H -2.821 -0.038 3.946
H -1.236 -0.340 2.331
C -3.243 -4.168 1.081
N -3.288 -2.711 0.837
C -4.431 -1.991 1.155
C -4.509 -0.663 0.803
C -3.279 -0.016 0.314
N -2.182 -0.753 0.126
C -2.110 -2.041 0.330
O -1.073 -2.706 0.178
N -3.198 1.297 0.153
H -4.205 -4.336 1.497
H -2.439 -4.429 1.782
H -3.163 -4.665 0.120
H -5.211 -2.588 1.573
H -5.380 0.008 0.980
H -3.983 1.899 0.186
H -2.278 1.637 -0.055
S -0.137 2.479 0.338
P 0.067 2.722 -1.682
S 0.184 0.941 -2.624
C 1.463 3.750 -2.195
C 1.929 4.732 -1.343
C 2.888 5.613 -1.764
C 3.523 5.491 -2.964
C 3.067 4.458 -3.814
C 2.050 3.660 -3.456
C -1.382 3.652 -2.354
C -1.705 4.884 -1.771
C -2.864 5.562 -2.238
C -3.655 4.985 -3.189
C -3.271 3.789 -3.776
C -2.136 3.149 -3.403
H 1.669 4.718 -0.282
H 3.380 6.237 -1.035
H 4.299 6.165 -3.262
H 3.590 4.233 -4.770
H 1.735 2.817 -4.080
H -0.998 5.401 -1.145
H -3.163 6.524 -1.864
H -4.634 5.419 -3.494
H -3.870 3.278 -4.517
H -1.800 2.211 -3.864
O 1.594 -2.229 -1.900
S 2.810 -3.066 -2.261
C 2.109 -4.626 -2.924
C 2.314 -5.684 -1.791
C 2.210 -4.906 -0.515
C 3.298 -3.840 -0.752
H 2.775 -4.867 -3.734
H 1.072 -4.490 -3.255
H 3.317 -6.101 -1.847
H 1.649 -6.551 -1.861
H 2.481 -5.552 0.301
H 1.210 -4.467 -0.286
H 4.248 -4.329 -1.021
H 3.501 -3.212 0.064
*
```


The following is a quantum chemistry calculation of a cluster of 2 separate species, C2H11N5O in total, from OMol25.

Output
* highest occupied orbital energy: -7.6 eV
* SMILES string: NN=C(N)N.CNO
* frontier orbital gap: 8.32 eV

ORCA input file:
```
! RIJCOSX wB97M-V def2-TZVPD def2/J DEFGRID3
* xyz 0 1
C -2.352 0.470 -0.374
N -2.717 0.431 1.018
O -1.550 0.063 1.855
H -1.878 -0.660 2.407
H -2.946 1.371 1.341
H -1.838 -0.483 -0.630
H -1.647 1.265 -0.632
H -3.269 0.578 -0.949
C 1.302 -0.474 -0.322
N 3.200 0.066 -1.508
N 0.199 -1.290 -0.107
N 1.359 0.671 0.463
N 2.160 -0.836 -1.191
H 3.665 0.412 -0.668
H 3.871 -0.461 -2.058
H 0.343 -2.230 -0.443
H -0.164 -1.233 0.838
H 0.509 0.869 0.970
H 1.754 1.470 -0.009
*
```


Per-record energy above the lowest of the compared OMol25 structures with the same formula, charge and spin, kJ/mol: 23.1 0.0